{"formula": "C41H41BaN12", "method": "wB97M-V/def2-TZVPD", "symbols": ["Ba", "C", "N", "C", "C", "N", "C", "C", "C", "C", "C", "C", "N", "C", "N", "C", "C", "C", "C", "C", "C", "N", "H", "H", "H", "H", "H", "H", "H", "H", "H", "H", "H", "H", "H", "H", "H", "C", "C", "C", "C", "N", "C", "C", "C", "C", "C", "C", "C", "H", "H", "H", "H", "H", "H", "H", "H", "N", "C", "C", "C", "C", "C", "C", "C", "C", "N", "C", "H", "H", "H", "H", "H", "H", "H", "H", "C", "C", "C", "C", "N", "C", "N", "N", "N", "H", "H", "H", "H", "H", "H", "H", "H", "H", "H"], "xyz": [[0.73352, 0.54069, -0.30596], [3.93095, 2.04150, 0.04174], [2.63595, 2.29341, 0.70253], [2.81285, 2.39227, 2.12082], [2.66038, 1.01687, 2.73848], [2.44003, -0.03518, 2.01206], [2.31088, -1.10883, 2.88500], [2.21197, -2.42886, 2.63459], [1.99378, -3.26655, 3.68295], [1.95659, -2.78093, 4.98685], [2.05517, -1.43291, 5.26082], [2.30868, -0.62263, 4.17582], [2.62415, 0.72428, 4.05899], [3.75716, 2.14858, -1.42774], [2.88030, 1.44294, -2.08256], [3.06085, 1.86327, -3.41179], [2.37777, 1.47451, -4.55545], [2.69009, 2.08695, -5.77952], [3.78573, 3.00867, -5.84958], [4.46518, 3.40307, -4.66919], [4.05611, 2.83402, -3.48369], [4.52726, 2.92155, -2.22439], [4.67529, 2.70813, 0.39540], [4.16417, 1.05320, 0.29086], [2.09016, 3.10453, 0.37555], [3.79331, 2.83518, 2.33888], [1.93295, 2.98707, 2.48702], [2.35125, -2.99200, 1.67402], [1.86328, -4.27616, 3.44034], [1.81131, -3.45647, 5.83908], [2.07651, -1.11772, 6.29319], [2.67057, 1.46506, 4.70023], [1.54464, 0.76809, -4.42880], [2.12689, 1.84436, -6.68631], [4.05675, 3.30719, -6.84127], [5.28689, 4.08544, -4.75439], [5.23250, 3.62933, -1.98107], [-2.45360, 1.58599, 3.07720], [-2.99156, 2.79761, 2.69809], [-2.40370, 3.59972, 1.71983], [-1.21428, 3.21352, 1.11704], [-0.67866, 1.99668, 1.43570], [-1.38637, 1.18325, 2.25942], [-0.44065, 4.07452, 0.08320], [-0.18430, 5.41882, 0.31403], [0.81983, 6.01678, -0.45803], [1.35536, 5.36921, -1.58657], [0.89136, 4.11474, -1.85704], [0.05946, 3.39228, -1.00696], [-2.88003, 0.96699, 3.76103], [-3.88458, 3.16269, 3.17336], [-2.80155, 4.60521, 1.53256], [-0.97483, 0.17312, 2.50503], [-0.64339, 5.97876, 1.10121], [1.03550, 7.03330, -0.19512], [2.10450, 5.91811, -2.21090], [1.32045, 3.64781, -2.77403], [-1.80575, 0.99048, -1.54402], [-2.61882, -0.10007, -1.56374], [-3.94013, -0.02546, -1.28024], [-4.77007, -1.10479, -1.51913], [-4.26373, -2.29028, -1.97619], [-2.90367, -2.31621, -2.45697], [-2.27499, -3.46724, -3.09036], [-0.91302, -3.44625, -3.34526], [-0.24025, -2.24236, -3.19577], [-0.72224, -1.15683, -2.63644], [-2.03441, -1.20306, -2.25191], [-2.08781, 1.89079, -1.21852], [-1.19784, 1.01466, -2.33332], [-4.31395, 0.88744, -0.80251], [-5.79459, -0.92555, -1.29756], [-4.90648, -3.12097, -2.21755], [-2.92206, -4.29976, -3.25893], [-0.32674, -4.29265, -3.73415], [0.77354, -2.26013, -3.51954], [-3.53296, -5.38232, 0.31231], [-3.28609, -4.99999, 1.76886], [-3.99235, -3.66356, 1.95761], [-1.79810, -4.87443, 2.13326], [-1.04808, -3.84905, 1.41268], [-0.21683, -3.83581, 0.37702], [0.08925, -2.59419, 0.06968], [-0.64913, -1.84962, 0.92611], [-1.29229, -2.60020, 1.80466], [-4.58306, -5.36552, 0.05639], [-3.13767, -6.39696, 0.12017], [-3.00472, -4.72062, -0.40557], [-3.67211, -5.75091, 2.41923], [-3.59711, -2.94841, 1.22522], [-3.80150, -3.27778, 2.94024], [-5.03869, -3.78020, 1.81130], [-1.31564, -5.84704, 1.84014], [-1.74118, -4.81905, 3.23220], [0.28048, -4.68709, -0.10200]], "atomic_forces_ev_per_a": [[0.1, -0.4, -0.7], [-2.0, 1.1, -0.7], [0.0, 0.6, -0.4], [-1.3, -0.1, 0.8], [-0.1, -0.2, -0.5], [0.5, -0.5, -1.1], [0.1, 2.2, -0.7], [0.0, -2.7, -1.9], [0.1, 0.6, 0.9], [-0.8, -0.6, 0.9], [0.7, -0.5, 0.4], [0.1, 0.6, 1.0], [-0.2, 0.1, -0.9], [0.3, -0.5, 0.5], [0.2, 0.3, -0.8], [-0.7, -0.4, -0.2], [-0.8, 0.2, -0.5], [0.8, 0.1, 0.8], [-0.9, -1.0, 1.6], [-0.6, -0.4, -2.1], [-0.3, -0.9, -1.0], [1.4, 1.9, 1.1], [1.0, 0.7, 0.3], [0.8, -1.6, 0.4], [0.7, -0.2, -0.3], [-0.3, 0.2, 0.6], [1.1, -0.1, 0.1], [-0.3, 1.5, 0.6], [0.0, -1.5, 0.2], [0.0, 0.2, -0.5], [-0.1, 0.3, 0.0], [0.0, 0.4, 1.4], [0.4, 0.3, -0.3], [0.3, 0.0, 0.4], [0.3, 0.6, -0.1], [0.3, 0.3, 0.2], [-0.7, -0.8, 0.3], [1.4, 1.5, -3.8], [-0.2, 0.8, 0.1], [0.0, 0.6, 0.4], [0.7, 0.2, -0.4], [-1.6, -0.2, 0.1], [1.2, -0.1, 1.7], [-1.0, -1.2, 1.4], [1.2, 0.0, -0.5], [-1.1, 0.1, 0.0], [0.4, 1.9, 0.8], [0.9, -0.9, -1.5], [0.3, -1.5, -0.3], [-1.1, -1.7, 1.8], [-0.2, 0.1, 0.2], [0.0, -0.6, -0.2], [0.0, 0.9, -0.7], [-0.2, 0.2, 0.5], [0.5, 0.4, -0.2], [-0.7, -0.7, 0.5], [-0.5, 0.2, 0.6], [0.8, 0.3, 1.0], [0.6, 0.8, -1.7], [0.0, 0.6, 1.0], [0.1, -0.6, 0.4], [0.6, 0.3, -1.5], [1.1, -0.9, -0.1], [0.0, 1.2, 1.1], [-1.4, -0.7, -0.6], [0.1, 0.3, 0.7], [-0.5, -0.1, -0.2], [-1.1, -1.2, 0.5], [-0.3, 0.4, 0.0], [0.4, 0.5, -0.4], [0.0, -0.3, -0.4], [-0.8, -0.5, 0.1], [-0.1, -0.2, 0.1], [0.0, -0.7, -0.2], [-0.7, 0.3, 0.1], [0.9, 0.5, -0.1], [1.3, -0.9, -0.4], [0.2, 1.7, -1.5], [0.9, -0.1, 0.1], [0.3, -2.8, -0.5], [-1.0, 0.2, 1.7], [1.2, -0.7, -0.8], [-1.2, 0.1, 0.7], [0.1, -0.3, 1.3], [1.2, 1.3, -2.5], [-0.3, 0.0, 0.0], [-0.3, 0.3, -0.1], [-0.3, -0.1, 0.5], [-0.4, -0.6, 0.6], [-0.3, -0.1, 0.2], [-0.1, 0.4, 0.6], [-0.9, 0.0, -0.1], [-0.3, 0.8, 0.4], [0.5, 0.7, -0.5], [-0.7, 0.2, 0.4]], "molar_mass_g_mol": 839.19, "e_homo_ev": -8.895, "charge": 1, "relative_energy_kcal_mol": 41.19, "spin_multiplicity": 1}

=====

{"formula": "C41H41BrDyN5O6", "method": "wB97M-V/def2-TZVPD", "symbols": ["Dy", "O", "C", "O", "C", "C", "C", "C", "C", "O", "C", "C", "O", "O", "H", "H", "H", "H", "H", "H", "H", "H", "Br", "C", "C", "C", "C", "C", "C", "N", "N", "C", "C", "C", "C", "O", "C", "N", "C", "C", "C", "C", "H", "H", "H", "H", "H", "H", "H", "H", "H", "C", "C", "C", "C", "C", "C", "C", "N", "C", "C", "C", "C", "C", "C", "C", "N", "C", "C", "C", "C", "H", "H", "H", "H", "H", "H", "H", "H", "H", "H", "H", "H", "H", "H", "H", "H", "H", "H", "H", "H", "H", "H", "H", "H"], "xyz": [[-2.08361, -0.11269, -0.19355], [-4.33898, -2.46728, 1.81207], [-3.90039, -1.34291, 1.72396], [-3.96260, -0.54308, 0.68177], [-3.19078, -0.73157, 2.93945], [-2.94746, 0.77401, 2.78192], [-2.68640, 1.44170, 4.11757], [-1.29949, 0.84948, 4.46599], [-0.96014, 0.04358, 3.20817], [-1.62303, 0.79815, 2.15278], [-1.71867, -1.29163, 3.19147], [-0.86846, -2.22366, 0.71098], [0.03702, -3.34511, 0.84085], [-1.78352, -2.23246, -0.25376], [-3.84174, -0.94194, 3.78729], [-3.66188, 1.27212, 2.13825], [-3.46017, 1.20563, 4.84693], [-2.63829, 2.52310, 4.00113], [-1.31550, 0.20798, 5.34753], [-0.55972, 1.63118, 4.63101], [0.10265, -0.00369, 3.02368], [-1.66764, -1.73874, 4.18686], [-2.75063, -4.83724, -6.41151], [-2.70857, -2.97788, -6.73967], [-3.69073, -2.16455, -6.19381], [-3.64706, -0.79834, -6.42149], [-2.62718, -0.25068, -7.18999], [-1.69267, -1.08299, -7.77774], [-1.71084, -2.45002, -7.53879], [-2.57850, 1.15323, -7.57994], [-2.77678, 2.07392, -6.76286], [-2.75872, 1.87993, -5.32901], [-3.78306, 2.48156, -4.65370], [-3.96532, 2.35731, -3.26565], [-3.06615, 1.65303, -2.49672], [-3.11508, 1.55318, -1.19497], [-1.96560, 1.02562, -3.19915], [-1.11213, 0.28796, -2.42971], [-0.02238, -0.20772, -2.95867], [0.33636, 0.03475, -4.29497], [-0.52808, 0.72718, -5.09146], [-1.76352, 1.19388, -4.57808], [-4.48025, -2.59331, -5.59204], [-4.41162, -0.16114, -5.99921], [-0.93733, -0.64615, -8.42097], [-0.96721, -3.09809, -7.98174], [-4.49434, 3.04927, -5.24384], [-4.79600, 2.84155, -2.76949], [0.59763, -0.81535, -2.30849], [1.27737, -0.33613, -4.67781], [-0.26203, 0.93150, -6.11981], [5.43990, 2.23919, 0.41646], [4.32407, 3.19545, 0.85393], [4.52799, 4.53859, 0.15310], [4.40669, 3.40944, 2.37282], [2.95650, 2.59510, 0.53522], [1.92038, 3.32447, -0.02142], [0.68368, 2.71879, -0.23198], [0.42543, 1.46081, 0.08534], [1.41945, 0.74406, 0.63521], [2.67482, 1.26653, 0.86674], [1.02376, -0.67210, 1.00751], [1.77651, -1.39886, 2.03828], [1.31314, -2.45524, 2.72262], [0.06223, -3.18706, 2.27525], [-1.26938, -2.39339, 2.20770], [-0.07570, -1.00059, 0.48835], [2.07875, -2.91972, 3.97098], [3.50725, -3.32251, 3.57956], [1.41031, -4.11374, 4.65801], [2.12888, -1.76424, 4.98375], [6.41075, 2.70775, 0.58999], [5.36353, 2.00078, -0.64679], [5.42731, 1.30315, 0.97641], [5.54109, 4.89560, 0.34500], [3.83939, 5.30164, 0.52086], [4.40061, 4.45325, -0.92846], [5.35439, 3.88609, 2.63438], [4.34502, 2.45906, 2.90823], [3.59378, 4.04935, 2.72240], [2.04850, 4.35896, -0.30669], [-0.13295, 3.27803, -0.67750], [3.44358, 0.64023, 1.29615], [2.69753, -0.93481, 2.36559], [-0.01729, -4.15558, 2.75759], [-2.06493, -3.13731, 2.17868], [3.49988, -4.10763, 2.82077], [4.03769, -3.70014, 4.45718], [4.07046, -2.47667, 3.18230], [1.40164, -5.00490, 4.02795], [0.38123, -3.89502, 4.95528], [1.97101, -4.35620, 5.56274], [2.66374, -0.90049, 4.58593], [2.63751, -2.08715, 5.89515], [1.12107, -1.43941, 5.25835]], "atomic_forces_ev_per_a": [[0.2, 2.1, -0.7], [-0.1, -0.1, -0.1], [-0.2, 0.4, -0.3], [-0.6, -0.9, 1.0], [0.1, 0.0, 0.2], [0.0, 0.0, 0.0], [0.1, -0.1, 0.1], [-0.1, 0.0, 0.1], [0.0, 0.1, -0.1], [-0.3, -0.2, 0.2], [-0.1, 0.0, -0.1], [0.1, -0.3, -0.1], [-0.1, 0.0, 0.0], [0.6, -0.9, 0.4], [0.1, 0.0, 0.1], [0.0, 0.0, -0.1], [0.0, 0.0, 0.0], [0.0, 0.0, 0.0], [0.0, 0.0, 0.0], [0.0, 0.0, 0.0], [0.0, 0.0, -0.1], [0.0, 0.0, 0.0], [0.0, -0.1, 0.0], [-0.1, 0.0, 0.0], [0.0, 0.0, 0.0], [-0.1, 0.1, 0.1], [0.3, 0.5, -0.1], [0.3, -0.1, -0.1], [0.0, 0.1, -0.1], [-0.7, -0.2, 0.7], [0.9, -0.3, 0.0], [-0.3, -0.1, -0.4], [-0.4, 0.1, 0.2], [-0.1, 0.3, -0.2], [0.3, -0.1, 0.2], [-0.1, 0.1, -0.6], [0.1, 0.0, 0.2], [-0.2, 0.2, -0.3], [0.0, -0.1, -0.1], [0.0, 0.0, 0.1], [-0.2, 0.0, -0.2], [0.2, -0.1, -0.4], [0.0, 0.0, 0.0], [0.0, 0.0, 0.0], [0.0, 0.0, 0.0], [0.0, 0.0, 0.0], [0.0, 0.0, 0.1], [0.0, 0.0, 0.0], [0.0, 0.0, 0.0], [0.0, 0.0, 0.0], [-0.1, 0.0, -0.1], [0.1, 0.0, -0.1], [-0.1, 0.0, 0.0], [0.0, 0.0, 0.0], [0.0, 0.0, 0.0], [0.1, 0.0, 0.1], [-0.1, 0.1, -0.1], [0.1, -0.1, 0.0], [0.0, 0.0, 0.0], [-0.1, -0.2, 0.1], [0.1, 0.0, 0.0], [0.5, 0.3, 0.1], [0.0, 0.1, -0.1], [-0.1, -0.1, 0.0], [0.1, 0.0, 0.0], [-0.1, 0.2, 0.1], [0.0, -0.5, 0.2], [-0.1, 0.0, -0.1], [0.0, 0.0, 0.0], [0.0, 0.0, 0.1], [0.0, 0.0, 0.0], [0.0, 0.0, 0.0], [0.0, 0.0, 0.0], [0.0, 0.0, 0.0], [0.0, 0.0, 0.0], [0.0, 0.0, 0.0], [0.0, 0.0, 0.0], [0.0, 0.0, 0.0], [0.0, 0.0, 0.0], [0.0, 0.0, 0.0], [0.0, 0.0, 0.0], [0.0, 0.0, 0.0], [0.0, 0.0, 0.0], [0.0, 0.0, 0.0], [0.0, 0.0, 0.0], [0.0, 0.0, 0.0], [0.0, 0.0, 0.0], [0.0, 0.0, 0.0], [0.0, 0.0, 0.0], [0.0, 0.0, 0.0], [0.0, 0.0, 0.0], [0.0, 0.0, 0.0], [0.0, 0.0, 0.0], [0.0, 0.0, 0.0], [0.0, 0.0, 0.0]], "molar_mass_g_mol": 942.21, "e_homo_ev": [-7.373, -7.380], "relative_energy_kcal_mol": 81.89, "spin_multiplicity": 6, "s_squared": 9.3349}